(1)
Molecular formula: C44H46AgAsF6N6O18
Method: DFT, ωB97M-V with the def2-TZVPD basis set

Properties
**Orbital gap**: 7.73 eV

Structure (XYZ):
```
122
C44H46AgAsF6N6O18 (ωB97M-V with the def2-TZVPD basis set)
Ag 4.72927 -10.01983 -10.79372
As 2.12738 -12.83766 -11.70270
F 1.90370 -12.16860 -13.36920
F 1.00161 -14.29314 -12.02450
F 2.62306 -13.53406 -10.14843
F 3.22399 -11.41517 -11.31710
F 0.80080 -11.87578 -11.05405
F 3.54125 -13.70472 -12.45818
C 2.56226 -16.67563 -6.74108
C 2.72182 -16.43650 -8.17135
C 3.74627 -17.16609 -8.83025
C 4.55665 -18.08025 -8.16415
C 4.36744 -18.26141 -6.76358
C 3.41861 -17.56574 -6.11177
N 5.59661 -18.88959 -8.90159
O 6.51424 -19.39916 -8.25330
O 5.52602 -18.91207 -10.09131
H 1.73360 -16.32155 -6.14580
H 2.04598 -15.78039 -8.69970
H 3.88169 -17.00014 -9.88879
H 4.88629 -18.93804 -6.10073
H 3.49675 -17.65093 -5.03797
C 4.94719 -12.72513 -17.78402
C 4.64852 -13.08905 -16.42928
C 4.44081 -12.07205 -15.53055
C 4.40973 -10.71420 -15.85321
C 4.66417 -10.39263 -17.17645
C 4.99505 -11.36896 -18.12702
N 4.16062 -9.62990 -14.87173
O 4.35756 -9.97526 -13.73668
O 3.93831 -8.44804 -15.26076
H 4.99453 -13.45855 -18.57538
H 4.57511 -14.12695 -16.13987
H 4.22968 -12.37310 -14.51508
H 4.72842 -9.36117 -17.49006
H 5.30532 -10.94399 -19.07017
C 6.88404 -15.57320 -9.44835
C 5.92415 -15.13487 -10.27728
C 5.83510 -15.62219 -11.58715
C 6.65557 -16.64923 -12.04911
C 7.60717 -17.17895 -11.21070
C 7.72635 -16.64302 -9.88799
N 6.41433 -17.22997 -13.39701
O 6.92351 -18.29659 -13.69026
O 5.65293 -16.66174 -14.14524
H 6.78284 -15.28042 -8.41374
H 5.20559 -14.39954 -9.94658
H 5.18214 -15.07669 -12.25233
H 8.20005 -18.03596 -11.49432
H 8.46944 -17.07431 -9.23362
C -2.53774 -11.57257 -11.00496
C -2.17179 -12.78584 -11.44360
C -3.16912 -13.65961 -11.83981
C -4.58034 -13.35788 -11.80986
C -4.91075 -12.03178 -11.48520
C -3.84173 -11.17645 -11.14240
N -5.66131 -14.33646 -12.13533
O -6.72501 -13.81175 -12.51360
O -5.43713 -15.50497 -11.95041
H -1.74308 -10.96763 -10.59392
H -1.12975 -13.06865 -11.41950
H -2.88564 -14.64375 -12.18261
H -5.92407 -11.67376 -11.37840
H -4.05317 -10.19478 -10.74489
C 0.86564 -14.92585 -15.35339
C 1.39732 -16.07711 -16.04450
C 0.84616 -17.33888 -15.83120
C -0.32596 -17.50759 -15.14099
C -0.84699 -16.40573 -14.45970
C -0.35172 -15.12365 -14.58201
N -0.93277 -18.84530 -15.09647
O -1.92644 -19.02034 -14.38791
O -0.61957 -19.75283 -15.88298
H 1.48901 -14.04882 -15.44625
H 2.22925 -16.04332 -16.73237
H 1.22552 -18.20229 -16.35753
H -1.75061 -16.54624 -13.88514
H -0.81712 -14.33453 -14.01009
C 2.32790 -18.60826 -11.99089
C 1.72059 -19.79607 -11.55036
C 0.35477 -19.74686 -11.10199
C -0.41964 -18.58674 -11.29727
C 0.31502 -17.42336 -11.54988
C 1.64464 -17.42610 -12.04617
N -1.88058 -18.57611 -11.04912
O -2.49131 -19.66519 -11.16416
O -2.50290 -17.52815 -10.84336
H 3.33303 -18.64468 -12.38433
H 2.24541 -20.73783 -11.48671
H -0.06140 -20.66084 -10.70470
H -0.09015 -16.42290 -11.58620
H 2.07329 -16.52419 -12.45753
C 0.84083 -11.60244 -7.37555
C 2.39502 -11.71534 -7.62368
O 3.03158 -10.81978 -6.73788
C 4.15047 -10.13656 -7.05989
O 4.65960 -9.93854 -8.15005
O 4.66753 -9.67288 -5.89247
C 6.07224 -9.31058 -5.62343
H 0.57010 -10.77671 -8.03355
H 0.62796 -11.52825 -6.30912
H 0.31559 -12.49947 -7.70354
H 2.54517 -11.61719 -8.69882
H 2.57939 -12.73737 -7.29267
H 6.18752 -8.72910 -4.70873
H 6.62592 -8.95835 -6.49377
H 6.46938 -10.31802 -5.49919
C 1.37223 -7.70519 -6.70263
C 2.06340 -7.55424 -8.02502
O 1.16778 -7.98484 -9.02407
C 1.64133 -8.38163 -10.19818
O 2.80834 -8.39860 -10.58376
O 0.55298 -8.60188 -10.96651
C 0.58252 -8.73107 -12.32526
H 1.89394 -7.06721 -5.98925
H 1.38641 -8.65215 -6.16303
H 0.34043 -7.35449 -6.68035
H 3.03918 -8.03597 -7.96274
H 2.25671 -6.51337 -8.28447
H 0.99774 -9.67644 -12.67447
H 1.19509 -7.87891 -12.61968
H -0.35234 -8.61737 -12.87409
```



(2)
Molecular formula: C44H46BF9N10O4SSeSiTi
Method: DFT, ωB97M-V with the def2-TZVPD basis set

Properties
**Energy relative to the best compared isomer or geometry (same formula, charge and spin)**: 3.195 eV
**Orbital gap (alpha / beta)**: 5.89 / 5.83 eV
**Multiplicity**: 2
**Total charge**: -1

Structure (XYZ):
```
118
C44H46BF9N10O4SSeSiTi (ωB97M-V with the def2-TZVPD basis set)
Ti 0.61066 0.72154 -0.21329
C 3.47378 -0.56956 1.60861
C 3.42726 -0.57322 0.12588
C 4.47074 -0.84625 -0.75979
C 3.89258 -0.86514 -2.00852
N 2.58764 -0.62801 -1.88434
N 2.29271 -0.40492 -0.56061
B 1.46954 -1.05327 -2.87610
N 0.49183 0.15826 -3.07797
C -0.32585 0.35340 -4.10781
C -0.79490 1.64820 -4.06169
C -0.23177 2.19861 -2.91622
C -0.32374 3.61981 -2.47693
N 0.52514 1.28844 -2.28336
N 0.74913 -2.34360 -2.35883
C -0.00399 -3.15494 -3.14326
C -0.28398 -4.29093 -2.43153
C 0.36172 -4.09106 -1.18632
C 0.37611 -4.97983 0.01898
N 0.99611 -2.93332 -1.16140
N 2.13289 -1.46083 -4.23456
C 2.89489 -2.56803 -4.38736
C 3.11550 -2.75362 -5.72795
C 2.41210 -1.69921 -6.34899
C 2.28256 -1.39888 -7.81437
N 1.81410 -0.93493 -5.45069
H 4.50650 -0.54508 1.95473
H 2.99371 -1.47725 1.97726
H 2.93816 0.27765 2.02408
H 5.50961 -0.98820 -0.51050
H 4.32920 -1.03124 -2.97895
H -0.48313 -0.42126 -4.83739
H -1.46384 2.13300 -4.75512
H 0.60915 4.13600 -2.69952
H -0.50124 3.71112 -1.40712
H -1.12801 4.11795 -3.02112
H -0.26794 -2.87011 -4.15349
H -0.87864 -5.13636 -2.74509
H -0.60929 -5.01472 0.49266
H 1.08404 -4.59366 0.75245
H 0.65777 -6.00185 -0.24413
H 3.21033 -3.14954 -3.53280
H 3.69294 -3.53547 -6.19704
H 2.78873 -2.16078 -8.40868
H 2.72109 -0.42943 -8.06033
H 1.23463 -1.37114 -8.11785
C -2.23207 4.27413 3.33715
N -2.99411 3.96136 2.13014
C -4.29948 4.36961 1.90784
C -4.61603 3.99078 0.65954
N -3.49609 3.36903 0.12981
C -3.40872 2.91609 -1.25154
C -2.49828 3.34118 1.03078
Se -0.78855 2.63638 1.03426
H -2.91039 4.27518 4.18736
H -1.74834 5.24520 3.24362
H -1.46454 3.52374 3.48395
H -4.87715 4.87508 2.66210
H -5.52872 4.09830 0.09892
H -3.34190 3.77720 -1.91778
H -4.29048 2.32615 -1.49184
H -2.54020 2.28643 -1.37183
C -4.07154 -6.26584 -0.79837
C -3.65948 -4.82084 -0.69071
C -3.52711 -4.21673 0.55595
C -3.09001 -2.90654 0.67005
C -2.77035 -2.20179 -0.48355
C -2.90601 -2.77380 -1.73090
C -3.36534 -4.08368 -1.82581
S -2.17563 -0.55355 -0.32270
O -2.20298 0.01009 -1.65704
O -3.02180 0.05811 0.65848
O -0.73447 -0.70284 0.11887
H -4.76302 -6.54257 -0.00115
H -3.19846 -6.91866 -0.71705
H -4.54939 -6.47349 -1.75731
H -3.77926 -4.77530 1.45154
H -3.00627 -2.42278 1.63988
H -2.66252 -2.19235 -2.61166
H -3.47935 -4.54138 -2.80351
C 2.61924 1.67342 6.39808
C 1.84864 2.46674 5.55795
C 1.22809 1.90981 4.44169
C 1.33309 0.54961 4.13530
C 2.12092 -0.22635 4.99868
C 2.76361 0.32153 6.10852
Si 0.36731 -0.15415 2.63005
C -1.33043 -0.35771 3.48711
C -1.71823 -1.59785 4.00594
C -2.94320 -1.78255 4.64976
C -3.81904 -0.71526 4.79430
C -3.45531 0.53054 4.29379
C -2.23357 0.69789 3.65263
H 3.10786 2.10449 7.26600
H 1.74656 3.52948 5.76008
H 0.67238 2.55530 3.76473
H 2.23351 -1.28868 4.79633
H 3.37095 -0.30780 6.75253
H 0.81378 -1.60473 2.63646
H -1.04267 -2.44226 3.90254
H -3.20988 -2.76038 5.03871
H -4.77554 -0.85215 5.28677
H -4.13632 1.37174 4.38961
H -1.97983 1.66702 3.24154
F 4.78923 1.88400 0.87724
C 4.08463 2.93517 1.33157
F 4.93277 3.96739 1.43116
F 3.67206 2.64485 2.55619
C 2.85154 3.18172 0.38104
O 1.96546 2.18203 0.57509
C 3.44912 3.27989 -1.10346
F 3.27456 2.13986 -1.75497
F 4.76742 3.55340 -1.11822
F 2.86862 4.25228 -1.83540
C 2.23993 4.58467 0.73393
F 1.84668 4.60982 2.00974
F 3.13118 5.58105 0.56989
F 1.18640 4.88586 -0.02404
```



(3)
Molecular formula: C44H48Br2F10N4OPPt
Method: DFT, ωB97M-V with the def2-TZVPD basis set

Properties
**Energy relative to the best compared isomer or geometry (same formula, charge and spin)**: 1.189 eV
**Orbital gap (alpha / beta)**: 6.63 / 5.20 eV
**Multiplicity**: 5
**Total charge**: +1

Structure (XYZ):
```
111
C44H48Br2F10N4OPPt (ωB97M-V with the def2-TZVPD basis set)
Pt -0.19812 -0.51926 -0.09422
C -1.65748 -2.42944 -2.23158
N -0.47389 -2.72228 -1.38128
C 0.55313 -3.27758 -2.27490
C 1.99333 -3.46189 -1.78126
N 2.84810 -3.12133 -2.88028
C 4.11283 -3.22651 -2.83285
C 4.94145 -4.01527 -1.95369
F 4.38791 -5.14296 -1.40339
C 6.24397 -3.67590 -1.66509
F 6.87970 -4.28365 -0.61763
C 6.89275 -2.66254 -2.43831
F 8.23455 -2.42969 -2.25302
C 6.27316 -2.11692 -3.58038
F 7.02645 -1.43778 -4.50078
C 4.90543 -2.36872 -3.78296
F 4.22652 -1.74599 -4.75614
C -0.89772 -3.58914 -0.23532
C 0.01206 -3.37704 0.94114
N 0.05398 -1.93019 1.31623
C 0.41718 -1.77128 2.58520
C -0.15256 -2.45128 3.72132
F -1.42563 -2.90672 3.64790
C 0.44854 -2.40618 4.92945
F -0.21368 -2.79477 6.04090
C 1.78793 -1.96812 4.98900
F 2.61388 -2.39697 5.91364
C 2.23857 -1.06897 4.00013
F 3.40094 -0.43193 4.08904
C 1.35542 -0.81158 2.93788
F 1.47957 0.37322 2.26275
H -1.92821 -3.33908 -2.82985
H -2.52125 -2.14226 -1.61554
H -1.36677 -1.62857 -2.94982
H 0.14369 -4.23695 -2.60617
H 0.59740 -2.61946 -3.15318
H 2.16071 -2.82081 -0.93325
H 2.25272 -4.52799 -1.46717
H -1.92160 -3.32187 -0.00075
H -0.84334 -4.62913 -0.55171
H -0.36148 -3.89137 1.81984
H 1.03733 -3.74913 0.78315
Br 5.24418 -2.03550 2.58560
C 4.62242 -0.98130 1.17068
C 5.35010 0.19383 0.97130
C 4.99430 1.04994 -0.04715
Br 6.45567 2.07364 -0.68684
C 3.77721 0.95173 -0.69618
C 3.37921 1.86572 -1.70699
C 2.25160 1.56990 -2.50589
C 1.49590 0.48388 -2.11516
N 1.66239 -0.28660 -1.03980
C 2.85494 -0.08702 -0.32011
C 3.35632 -1.18075 0.48411
O 2.73099 -2.28166 0.58771
H 6.23657 0.37171 1.56980
H 3.95849 2.78463 -1.84954
H 1.96039 2.21886 -3.37902
H 0.74225 0.24145 -2.81051
C -3.65446 2.71016 -3.80212
C -4.65244 2.31246 -2.66278
C -4.00713 1.28635 -1.61730
C -2.57359 1.78756 -1.32754
C -1.68141 1.67664 -2.60993
C -2.53580 1.71050 -3.89653
P -1.78221 1.05579 0.20689
C -3.11144 0.56016 1.40150
C -3.71937 -0.80068 1.09344
C -4.70337 -1.12025 2.26095
C -5.16330 0.08184 3.10925
C -4.02628 0.76560 3.79415
C -2.74862 0.69168 2.89962
C -1.05966 2.61225 1.06769
C -0.00598 3.31848 0.24953
C 0.77354 4.41466 1.08542
C -0.21519 5.41423 1.66431
C -1.68078 5.06133 1.35191
C -2.09497 3.62612 1.63485
H -3.20992 3.65733 -3.61496
H -4.17219 2.77637 -4.79093
H -5.62344 1.88908 -3.01436
H -4.87458 3.25496 -2.20035
H -4.02075 0.30080 -2.08573
H -4.66671 1.29931 -0.72285
H -2.63787 2.87373 -1.09878
H -1.07805 0.81923 -2.49078
H -0.94275 2.54857 -2.59109
H -3.00675 0.73010 -4.11395
H -1.89673 2.00416 -4.76142
H -3.90035 1.29311 1.26604
H -2.87206 -1.49492 1.12786
H -4.12197 -0.79415 0.12328
H -4.23283 -1.83483 2.97097
H -5.60274 -1.63511 1.87578
H -5.94444 -0.21356 3.78086
H -5.62615 0.78852 2.39341
H -3.87476 0.20238 4.72922
H -4.20969 1.82792 4.02795
H -2.11629 -0.20505 3.24149
H -2.08902 1.53507 3.12784
H -0.45330 2.10177 1.91538
H -0.52431 3.83773 -0.60532
H 0.62728 2.56710 -0.21439
H 1.41376 4.94763 0.35450
H 1.32768 3.86456 1.82075
H -0.05580 6.44496 1.26283
H -0.08592 5.54811 2.75685
H -1.83937 5.28539 0.29109
H -2.32992 5.74493 1.94404
H -3.12917 3.46376 1.26425
H -2.21886 3.52900 2.70816
```



no.,maximum force (eV/Å),energy (Eh)
1,3.46,-6368.48414
2,3.16,-7415.37351
3,3.44,-8606.52901